Record 1
ORCA calculation (ωB97M-V/def2-TZVPD) on an isolated ion of composition C5H13N4 and charge +1.

Positions of all 22 atoms, in Å:
C 0.3987 -1.4312 0.4297
C 0.4669 0.7685 -0.4495
C -1.6459 -0.3777 0.8366
C -1.4113 0.4566 2.1345
C 2.4812 -0.5489 -0.6411
N -0.8680 -1.3989 0.6084
N 1.1036 -0.4448 -0.2112
N -2.6959 -0.2055 -0.0133
N 0.5252 1.1032 -1.8602
H 1.0249 -2.2581 0.6965
H 0.9153 1.4436 0.2488
H -2.1471 0.2076 2.8241
H -1.2476 1.5265 1.7875
H -0.5228 0.0241 2.6838
H 3.0283 -1.0958 0.0972
H 2.4281 -0.9909 -1.7025
H 2.8793 0.4307 -0.5259
H -2.8628 -1.0468 -0.6705
H -3.4003 0.4949 0.3974
H -0.1897 1.7032 -2.0689
H 0.2841 0.2194 -2.4511
H 1.4558 1.4202 -2.1503

Forces on the atoms, in the same order (eV/Å):
1.6 1.3 -1.3
-2.1 -0.4 1.9
0.4 0.6 -0.8
2.3 -0.1 -2.4
-1.0 -1.5 -0.9
0.1 -0.9 0.6
-1.3 -1.4 1.0
-0.6 0.0 1.8
2.1 -3.6 -1.1
-0.1 -0.8 0.1
0.2 1.4 -0.5
-2.0 0.4 1.0
-0.5 -1.3 1.1
-0.5 0.8 -1.2
0.6 -1.1 -0.1
1.1 0.7 1.6
0.5 0.9 -0.7
-0.2 2.3 1.5
0.8 -2.0 -1.6
-1.9 2.5 -0.8
0.6 1.8 1.4
-0.2 0.4 -0.7

Results
net charge: +1
energy above the lowest of the compared OMol25 structures with the same formula, charge and spin: 81.1 kcal per mole
Kohn-Sham gap: 7.94 eV
HOMO: -11.0 eV
E_LUMO: -3.01 eV

Mulliken population analysis, charges in e, atoms 1 to 4: atom 1 (C): 0.057, atom 2 (C): -1.004, atom 3 (C): 0.786, atom 4 (C): -1.212

=====

Record 2
ORCA calculation (ωB97M-V/def2-TZVPD) on a 2-piece molecular cluster, C20H32NO9P overall.

Positions of all 63 atoms, in Å:
C 0.0404 -4.3689 -2.0360
C -0.4332 -4.0703 -0.6380
O -1.0801 -2.7825 -0.4860
P -0.1480 -1.5045 -0.4360
O 1.2618 -1.7487 -0.7673
C -0.9876 -0.3333 -1.5253
C -1.0729 -0.8738 -2.9740
C -0.4512 0.1130 -3.9836
N 0.5670 -0.4620 -4.8564
O 0.0568 -1.2705 -5.8671
C 1.6006 -1.1081 -4.1690
O 2.0264 -2.1833 -4.4516
O 1.9931 -0.3616 -3.1369
C 3.3717 -0.4766 -2.7885
C 3.6499 0.2199 -1.4690
O 4.1985 -0.4018 -0.6050
C 3.2982 1.6593 -1.2765
C 3.8784 2.3083 -0.1781
C 3.6080 3.6533 0.0356
C 2.7699 4.3652 -0.8221
C 2.1787 3.6982 -1.8931
C 2.4364 2.3502 -2.1318
O -0.2777 -0.9055 1.0403
C 0.1729 0.4515 1.1937
C -0.9917 1.4341 1.3234
H 0.5256 -5.3422 -2.0101
H -0.7834 -4.4113 -2.7431
H 0.7780 -3.6588 -2.3962
H -1.2017 -4.7976 -0.3897
H 0.3552 -4.2138 0.0917
H -2.0029 -0.2565 -1.1398
H -0.5251 0.6436 -1.4789
H -0.6109 -1.8560 -3.0504
H -2.1203 -1.0300 -3.2115
H 0.0069 0.9509 -3.4729
H -1.2293 0.5256 -4.6204
H -0.7307 -1.7252 -5.5364
H 3.7050 -1.5027 -2.7123
H 3.9569 0.0242 -3.5649
H 4.5212 1.7531 0.4825
H 4.0572 4.1444 0.8862
H 2.5933 5.4129 -0.6420
H 1.5240 4.2280 -2.5694
H 1.9717 1.8598 -2.9679
H 0.7419 0.4909 2.1164
H 0.8659 0.7487 0.4092
H -1.8978 0.8388 1.4175
H -0.9129 2.0080 2.2420
H -1.0972 2.0798 0.4556
C -4.8361 -0.0289 5.6686
C -3.6869 -0.4501 4.7767
O -2.9844 0.6748 4.2417
C -1.9942 1.3060 4.8964
C -1.7649 1.0178 6.3616
O -1.3537 2.1347 4.3080
H -4.4874 0.5234 6.5413
H -5.3896 -0.9023 6.0138
H -5.5166 0.6235 5.1216
H -2.9986 -1.1304 5.2798
H -4.0693 -0.9822 3.9076
H -2.3084 1.7565 6.9490
H -0.7018 1.1202 6.5636
H -2.0647 0.0207 6.6738

Forces on the atoms, in the same order (eV/Å):
0.2 0.2 -0.1
-0.5 -0.7 0.0
0.2 0.0 0.1
0.9 0.9 0.2
0.1 -0.2 -0.4
-0.6 -1.0 -0.1
0.1 0.5 0.2
-0.3 0.0 -0.3
0.0 0.1 0.5
-0.3 0.2 -0.4
-0.6 -0.3 -0.1
0.7 -0.5 -0.3
0.2 0.6 0.0
0.2 0.2 -0.1
-0.6 -0.1 -0.3
0.7 -0.3 0.6
0.0 0.0 0.1
-0.6 0.4 -0.5
0.0 -0.1 0.0
0.1 -0.7 0.0
0.1 0.1 0.0
0.3 0.5 0.5
-0.6 -0.3 -0.4
0.1 0.8 0.6
-0.1 -0.5 -0.1
0.0 -0.2 -0.1
-0.2 0.0 0.0
0.1 0.1 0.1
-0.2 0.1 0.2
0.2 0.4 0.1
0.0 0.3 0.2
0.2 0.1 0.1
0.3 -0.1 -0.1
-0.2 0.0 -0.1
0.1 0.1 0.1
0.1 0.1 -0.2
0.1 -0.2 0.2
-0.2 -0.2 0.1
0.1 0.0 -0.1
0.1 -0.1 0.1
0.0 0.1 0.0
-0.1 0.1 0.0
-0.1 0.1 0.0
0.0 -0.1 -0.1
0.1 -0.3 0.1
0.1 -0.2 -0.2
-0.2 0.1 0.0
0.0 0.2 -0.3
0.0 0.1 -0.1
0.0 0.1 0.0
-0.2 -0.1 0.1
0.0 0.0 -0.3
0.0 0.1 0.2
0.2 -0.3 -0.1
0.0 0.0 0.2
0.0 -0.1 0.0
0.0 0.0 0.0
0.0 0.0 0.0
0.0 0.1 0.0
0.1 0.1 -0.1
0.0 0.0 0.0
0.0 0.2 0.0
-0.1 0.1 0.0

Results
SMILES string: CCOP(=O)(CCCN(O)C(=O)OCC(=O)c1ccccc1)OCC.CCOC(C)=O
Kohn-Sham gap: 9.92 eV
HOMO: -9.5 eV
E_LUMO: 0.40 eV

Mulliken population analysis, charges in e, atoms 1 to 4: atom 1 (C): -0.920, atom 2 (C): -0.332, atom 3 (O): -0.398, atom 4 (P): 0.707

=====

Record 3
ORCA calculation (ωB97M-V/def2-TZVPD) on C40H37GeN2O7PY as an isolated structure.

Positions of all 89 atoms, in Å:
Y 0.6889 0.5543 -0.5604
O 1.3719 1.8036 1.2895
C 2.3266 1.3968 2.0338
O 3.5109 1.7475 1.9345
C 1.9546 0.2666 2.9828
P 1.8966 -1.2036 1.8174
C 3.2300 -2.1964 2.6046
C 3.1026 -2.8671 3.8181
C 4.1918 -3.5245 4.3674
C 5.4216 -3.5087 3.7222
C 5.5602 -2.8337 2.5195
C 4.4667 -2.1881 1.9607
C 0.3722 -2.0680 2.3680
C -0.7758 -1.3227 2.6293
C -1.9598 -1.9586 2.9668
C -2.0171 -3.3407 3.0333
C -0.8880 -4.0933 2.7422
C 0.2977 -3.4608 2.4013
H 0.9725 0.4395 3.4168
H 2.7027 0.1122 3.7545
H 2.1533 -2.8669 4.3379
H 4.0793 -4.0503 5.3076
H 6.2690 -4.0186 4.1631
H 6.5196 -2.8118 2.0182
H 4.5633 -1.6576 1.0200
H -0.7616 -0.2435 2.5681
H -2.8444 -1.3626 3.1492
H -2.9426 -3.8354 3.3004
H -0.9285 -5.1753 2.7819
H 1.1720 -4.0534 2.1596
C 1.4636 -3.8065 -0.9736
C 1.5606 -2.8930 -2.1420
N 1.4232 -1.5848 -2.1172
C 1.5455 -1.1492 -3.4147
C 1.7782 -2.2219 -4.2335
N 1.7792 -3.3131 -3.4054
C 2.0055 -2.4100 -5.6849
O 2.0087 -1.3282 -6.4103
O 2.1823 -3.5340 -6.1174
C 1.4098 0.3007 -3.7769
O 1.5886 0.6107 -4.9745
O 1.1325 1.0925 -2.8441
H 1.5066 -3.2189 -0.0619
H 2.2764 -4.5340 -0.9789
H 0.5133 -4.3430 -0.9861
H 1.9213 -4.2496 -3.7477
H 1.8446 -0.4907 -5.8163
C 4.2267 1.6725 -1.6816
O 3.2240 1.3405 -0.7354
H 5.2042 1.3015 -1.3605
H 4.2862 2.7532 -1.8341
H 3.9612 1.2066 -2.6289
H 3.4874 1.6808 0.1473
C -1.4523 -0.2766 -0.4545
Ge -2.2495 1.4617 -0.5973
C -1.8983 2.6405 -2.1885
C -0.9890 3.6973 -2.2200
C -0.7062 4.3722 -3.4004
C -1.3114 3.9852 -4.5850
C -2.2106 2.9269 -4.5775
C -2.5012 2.2718 -3.3913
C -1.9481 2.4249 1.1363
C -1.0643 3.4696 1.3988
C -0.8756 3.9559 2.6867
C -1.5606 3.3918 3.7502
C -2.4601 2.3595 3.5129
C -2.6537 1.8957 2.2218
C -4.2545 1.3873 -0.5283
C -5.0200 2.5466 -0.4197
C -6.4009 2.4871 -0.2957
C -7.0427 1.2552 -0.2800
C -6.2941 0.0908 -0.3883
C -4.9116 0.1620 -0.5074
H -1.6063 -0.7829 -1.4305
H -0.4871 4.0134 -1.3138
H -0.0058 5.1995 -3.3927
H -1.0774 4.4974 -5.5100
H -2.6783 2.6073 -5.5014
H -3.2105 1.4490 -3.3907
H -0.4937 3.9147 0.5962
H -0.1771 4.7651 2.8650
H -1.3939 3.7515 4.7588
H -3.0074 1.9171 4.3379
H -3.3696 1.1012 2.0342
H -4.5205 3.5117 -0.4266
H -6.9792 3.3999 -0.2032
H -8.1212 1.2048 -0.1843
H -6.7904 -0.8734 -0.3709
H -4.3122 -0.7427 -0.5704

Forces on the atoms, in the same order (eV/Å):
0.7 -0.6 -0.9
-0.4 -0.5 -0.5
0.3 0.0 0.3
-0.2 0.0 0.0
0.0 0.2 -0.4
-0.5 -0.1 1.1
0.2 0.0 -0.6
0.0 0.1 0.0
0.0 0.0 0.0
0.0 0.0 0.0
0.1 0.0 0.0
-0.1 0.0 0.0
0.0 0.0 0.0
0.1 -0.2 0.1
0.0 0.1 0.0
0.0 0.0 0.0
0.0 -0.1 0.0
0.0 0.1 0.0
0.0 0.0 0.0
0.0 0.0 0.0
0.0 0.0 0.0
0.0 0.0 0.0
0.0 0.0 0.0
0.0 0.0 0.0
0.0 0.0 0.0
-0.1 0.0 -0.1
0.0 0.0 0.0
0.0 0.0 0.0
0.0 0.0 0.0
0.0 0.0 0.1
0.0 0.0 -0.1
0.0 0.0 0.1
-0.1 0.6 0.4
0.0 0.0 -0.1
-0.1 0.1 0.1
0.0 0.1 -0.1
0.1 0.0 -0.2
0.1 -0.4 -0.3
0.0 0.0 0.1
0.0 -0.1 0.0
0.0 0.3 0.3
-0.1 -0.1 0.7
0.0 0.0 0.0
0.0 0.0 0.0
0.0 0.0 0.0
0.0 0.0 0.0
-0.1 0.2 0.0
-0.1 -0.1 -0.1
0.0 -0.1 0.0
0.0 0.0 0.0
0.0 0.0 0.0
0.0 0.0 0.0
-0.1 0.0 0.0
1.1 1.3 -0.4
-1.1 -0.5 0.4
0.1 -0.1 0.4
-0.1 0.0 0.0
0.0 0.1 0.0
0.0 0.0 0.0
0.0 0.0 0.0
0.0 -0.1 0.0
0.2 0.1 -0.2
-0.1 0.0 0.0
0.0 0.0 0.1
0.0 0.0 0.0
0.0 0.0 0.0
0.0 -0.1 -0.1
0.2 0.1 -0.2
0.0 0.0 -0.1
0.0 0.1 0.0
0.0 0.0 0.0
-0.1 0.0 0.0
0.1 -0.1 0.0
-0.1 -0.1 0.1
0.0 0.0 0.0
0.0 0.0 0.0
0.0 0.0 0.0
0.0 0.0 0.0
0.0 0.0 -0.1
0.0 0.0 0.1
0.0 0.0 0.0
0.0 0.0 0.0
0.0 0.0 0.0
0.0 0.0 0.1
-0.1 0.0 0.0
0.0 0.0 0.0
0.0 0.0 0.0
0.0 0.0 0.0
0.0 0.0 0.0

Results
net charge: -1
energy above the lowest of the compared OMol25 structures with the same formula, charge and spin: 33.7 kcal per mole
Kohn-Sham gap: 5.56 eV
HOMO: -3.4 eV
E_LUMO: 2.17 eV

Mulliken population analysis, charges in e, atoms 1 to 4: atom 1 (Y): 0.221, atom 2 (O): -0.418, atom 3 (C): 0.077, atom 4 (O): -0.813

=====

Record 4
ORCA calculation (ωB97M-V/def2-TZVPD) on a single C23H31N3O3S molecule.

Positions of all 61 atoms, in Å:
C 4.4303 -0.1661 -1.4689
C 3.2301 -0.3650 -0.6167
N 2.8575 -1.5631 -0.1989
N 1.7577 -1.4022 0.5424
C 1.0963 -2.5340 1.1471
C 2.0750 -3.3094 2.0294
C 1.3783 -4.5602 2.5648
O 0.8941 -5.3824 1.5335
C -0.0282 -4.7672 0.6398
C -1.3803 -4.5023 1.3183
C -0.2217 -5.7852 -0.4871
C 0.5633 -3.4688 0.0580
C 1.4041 -0.0987 0.5953
C 2.3325 0.6139 -0.1462
C 2.2587 2.0822 -0.3547
C 0.8890 2.4967 -0.8440
C 0.2224 1.6872 -1.7610
C -1.0421 2.0111 -2.1986
C -1.6871 3.1603 -1.7339
O -2.9333 3.3679 -2.2291
C -3.7294 4.4418 -1.7430
C -4.8491 4.6334 -2.7610
C -4.2898 4.1221 -0.3570
C -1.0108 3.9862 -0.8433
C 0.2610 3.6529 -0.4133
S 2.7176 2.9306 1.2200
C 1.7878 1.9388 2.4432
C 0.3836 1.5579 2.0274
O -0.6103 2.1455 2.3829
N 0.3125 0.3994 1.3030
H 4.1514 0.2903 -2.4179
H 4.8998 -1.1266 -1.6577
H 5.1421 0.4909 -0.9712
H 0.2786 -2.1323 1.7561
H 2.9336 -3.5935 1.4199
H 2.4197 -2.6912 2.8593
H 0.5679 -4.2690 3.2495
H 2.0854 -5.1841 3.1162
H -1.7247 -5.4134 1.8015
H -2.1127 -4.2034 0.5735
H -1.3144 -3.7199 2.0694
H -0.8663 -5.3791 -1.2610
H 0.7418 -6.0396 -0.9190
H -0.6668 -6.6918 -0.0878
H 1.4034 -3.7206 -0.5919
H -0.1952 -2.9597 -0.5393
H 3.0323 2.4122 -1.0543
H 0.6999 0.7914 -2.1331
H -1.5615 1.3831 -2.9055
H -3.1255 5.3599 -1.7021
H -4.4303 4.8552 -3.7390
H -5.4940 5.4523 -2.4556
H -5.4378 3.7230 -2.8356
H -4.9328 3.2470 -0.4163
H -3.4885 3.9114 0.3475
H -4.8705 4.9631 0.0120
H -1.4575 4.8913 -0.4648
H 0.7611 4.3070 0.2846
H 2.3741 1.0428 2.6567
H 1.7357 2.5746 3.3260
H -0.6184 0.1053 1.0318

Forces on the atoms, in the same order (eV/Å):
0.0 0.0 0.1
-0.4 0.2 0.3
0.4 -0.6 -0.3
-0.1 0.8 0.0
0.1 -0.5 0.0
-0.4 -0.2 0.0
0.2 0.2 0.2
-0.1 -0.1 -0.2
-0.3 0.1 -0.5
0.4 -0.1 0.0
0.1 0.2 0.4
0.0 -0.2 0.3
0.5 0.2 -0.4
-0.3 -0.4 0.2
0.2 0.2 0.5
-0.1 0.3 -0.1
-0.1 0.1 0.0
-0.2 0.1 0.0
0.2 -0.1 0.1
0.0 -0.1 -0.1
-0.4 0.3 0.2
0.4 -0.1 0.2
0.3 0.0 -0.3
-0.4 0.1 -0.2
0.1 -0.1 -0.2
0.1 0.0 0.0
0.5 0.2 -0.3
0.0 0.1 0.5
-0.1 0.1 0.0
-0.3 -0.7 -0.2
0.1 0.0 -0.1
0.1 0.0 -0.1
0.1 0.0 0.0
0.1 0.0 -0.1
0.0 0.0 0.0
0.0 0.0 0.0
0.0 -0.1 0.0
-0.1 0.1 0.0
-0.1 -0.1 0.0
-0.1 0.1 -0.1
-0.1 0.1 0.1
-0.1 0.0 -0.1
0.1 0.0 -0.1
-0.1 -0.1 0.0
0.0 0.0 0.0
0.0 0.0 -0.1
0.0 -0.1 0.0
0.0 -0.1 0.0
-0.1 -0.1 -0.1
0.0 -0.1 0.0
0.0 0.0 -0.1
-0.1 0.1 0.0
-0.1 -0.1 0.0
-0.1 -0.1 0.0
0.0 0.0 0.1
-0.1 0.1 0.1
-0.1 0.1 0.0
0.0 0.0 0.1
-0.1 0.0 0.1
-0.1 -0.1 0.0
0.0 0.2 0.0

Results
SMILES string: Cc1nn([C@@H]2CCOC(C)(C)C2)c2c1[C@@H](c1ccc(OC(C)C)cc1)SCC(=O)N2
energy above the lowest of the compared OMol25 structures with the same formula, charge and spin: 24.0 kcal per mole
Kohn-Sham gap: 8.80 eV
HOMO: -8.3 eV
E_LUMO: 0.53 eV

Mulliken population analysis, charges in e, atoms 1 to 4: atom 1 (C): -1.335, atom 2 (C): 0.628, atom 3 (N): -1.338, atom 4 (N): 1.338

=====

Record 5
ORCA calculation (ωB97M-V/def2-TZVPD) on a 4-piece molecular cluster, C27H49FN2O10P2S3 overall.

Positions of all 94 atoms, in Å:
C -5.0667 -2.5530 3.0907
C -3.5372 -2.8034 3.0193
P -2.6256 -1.1906 3.0350
C -1.1438 -1.3241 4.1720
C -1.9465 -0.8497 1.3447
C -2.4200 0.2535 0.7321
C -1.9568 0.5839 -0.5772
C -2.5157 1.8265 -1.2548
C -3.4351 1.2786 -2.4391
C -4.9179 1.0572 -2.0234
O -3.8691 -0.0300 -2.2894
C -1.0413 -0.1850 -1.2103
C -0.4760 0.1317 -2.5779
C 0.9203 0.8195 -2.4258
F 1.0769 1.3004 -1.1149
C -0.5642 -1.3682 -0.5687
N 0.3304 -2.1405 -1.2510
C 0.7097 -3.2281 -0.6202
P 1.8838 -4.3182 -1.5495
C 2.4586 -5.6426 -0.3811
C 0.7441 -5.2163 -2.7229
C 0.2476 -3.5386 0.6881
N -0.5865 -2.8197 1.4012
C -0.9997 -1.7170 0.7137
H -5.2996 -2.0425 4.0350
H -5.4149 -1.8871 2.2924
H -5.6436 -3.4858 3.0796
H -3.3583 -3.4121 2.1221
H -3.2984 -3.4357 3.8868
H -1.1747 -2.2425 4.7655
H -1.0555 -0.4230 4.7852
H -0.2537 -1.3559 3.5302
H -3.1328 0.8881 1.2543
H -3.2097 2.3924 -0.6321
H -1.7439 2.4271 -1.7419
H -3.2554 1.6622 -3.4465
H -5.6097 0.6352 -2.7458
H -4.9591 0.8894 -0.9472
H -1.1160 0.8100 -3.1446
H -0.2946 -0.7741 -3.1610
H 1.0691 1.6254 -3.1519
H 1.7054 0.0684 -2.5700
H 2.9544 -5.1788 0.4762
H 3.1631 -6.2656 -0.9404
H 1.5878 -6.2413 -0.0763
H 0.3422 -4.4822 -3.4297
H -0.1203 -5.5656 -2.1365
H 1.2522 -6.0401 -3.2279
H 0.6187 -4.4596 1.1450
C -10.3890 -0.9383 1.6565
C -9.3627 0.1636 1.4772
O -9.2952 1.0357 2.6198
S -8.5526 0.5030 3.9273
C -8.4730 2.0437 4.7777
O -7.2312 0.0901 3.5703
O -9.4323 -0.3682 4.6414
H -10.0940 -1.6282 2.4463
H -10.4992 -1.5077 0.7328
H -11.3567 -0.5200 1.9347
H -8.3747 -0.2470 1.2592
H -9.6455 0.7911 0.6332
H -7.8332 2.7220 4.2195
H -8.0522 1.8503 5.7621
H -9.4791 2.4440 4.8732
C 6.4311 5.1103 -3.3124
C 5.7989 3.8220 -2.8222
O 4.6760 4.0704 -1.9538
S 3.3037 4.5395 -2.6096
C 2.2905 4.3171 -1.1916
O 2.9215 3.5859 -3.6097
O 3.3826 5.9359 -2.9065
H 5.7556 5.6577 -3.9690
H 7.3446 4.8961 -3.8682
H 6.6688 5.7646 -2.4732
H 5.5012 3.1854 -3.6575
H 6.5289 3.2654 -2.2357
H 2.2600 3.2588 -0.9462
H 1.2937 4.6760 -1.4400
H 2.7018 4.8987 -0.3702
C 10.6037 1.6676 0.7030
C 10.1703 0.2286 0.9057
O 8.8301 -0.0075 0.4360
S 8.5925 -0.1178 -1.1360
C 6.9461 -0.7417 -1.0701
O 9.4526 -1.1295 -1.6661
O 8.5562 1.2007 -1.6934
H 10.6932 1.9081 -0.3557
H 11.5723 1.8415 1.1731
H 9.8718 2.3530 1.1315
H 10.8637 -0.4653 0.4269
H 10.1638 -0.0035 1.9695
H 6.9608 -1.7277 -0.6134
H 6.5800 -0.8038 -2.0928
H 6.3322 -0.0532 -0.4946

Forces on the atoms, in the same order (eV/Å):
0.2 0.5 0.4
-0.6 -0.7 -0.4
-0.5 1.1 0.7
0.3 -0.2 -1.1
0.0 -1.5 1.5
0.3 0.3 -0.9
-0.4 1.5 0.5
-0.9 -1.4 -1.8
-1.9 0.7 1.3
3.2 -2.7 -0.5
0.8 0.4 -0.5
0.3 -0.8 -0.5
0.7 0.8 0.2
-0.2 -0.9 -0.1
0.1 0.3 -0.4
0.4 0.0 -0.6
-0.2 -0.3 0.5
0.0 -0.6 -0.1
0.9 0.5 -0.8
-1.1 0.2 -0.3
-0.6 0.5 1.1
0.3 -0.8 0.6
0.5 0.1 -1.5
-0.9 0.8 0.8
0.0 -0.1 -0.3
0.1 -0.2 0.1
0.2 0.1 -0.2
0.4 0.2 0.2
0.4 0.3 -0.2
0.0 0.3 0.0
-0.3 -0.3 0.1
-0.1 -0.2 0.3
0.1 -0.1 -0.2
0.6 0.2 0.2
-0.1 0.2 0.5
0.0 -0.3 0.1
-0.9 1.4 0.3
-1.2 0.9 -0.1
-0.1 -0.3 0.1
-0.3 0.1 0.1
0.0 0.1 0.4
-0.1 0.2 0.1
-0.1 -0.2 -0.1
-0.1 0.1 0.2
0.4 -0.1 0.2
0.3 -0.2 0.0
0.2 -0.3 -0.3
-0.1 0.2 0.1
-0.1 0.2 0.0
0.0 -0.1 0.3
-0.1 -0.5 -0.5
0.1 0.2 0.1
-0.2 0.6 0.0
0.0 0.1 0.0
0.0 -0.3 0.0
0.1 -0.2 0.0
0.0 0.0 0.0
0.0 0.1 0.0
0.0 0.0 -0.1
0.0 0.1 0.2
0.0 0.2 0.2
0.0 0.0 0.0
0.0 -0.1 0.0
0.0 0.0 0.0
-0.2 0.2 -0.1
0.7 0.1 -0.4
-0.2 -0.1 0.1
0.1 -0.2 0.7
0.0 -0.1 0.2
0.0 0.2 -0.3
-0.1 0.0 -0.4
0.0 0.0 0.0
0.0 -0.1 0.1
0.1 -0.1 0.0
-0.2 0.0 0.1
-0.3 -0.1 0.2
0.0 0.0 0.0
0.0 0.0 -0.1
0.0 0.0 0.0
-0.1 0.1 -0.2
0.7 0.3 0.2
-0.2 -0.1 -0.1
-0.6 -0.2 0.4
-0.1 0.0 0.1
0.3 0.2 -0.1
0.2 -0.1 -0.2
0.0 0.0 0.0
0.0 -0.1 0.1
0.0 0.0 0.1
-0.1 0.0 -0.1
-0.3 -0.1 -0.1
0.0 0.0 0.0
0.1 0.0 0.0
0.0 0.0 0.0

Results
SMILES string: CCP(C)c1cc(C[C@@H]2CO2)c(CCF)c2nc(P(C)C)cnc12.CCOS(C)(=O)=O.CCOS(C)(=O)=O.CCOS(C)(=O)=O
Kohn-Sham gap: 7.32 eV
HOMO: -7.7 eV
E_LUMO: -0.35 eV

Mulliken population analysis, charges in e, atoms 1 to 4: atom 1 (C): -1.279, atom 2 (C): -0.402, atom 3 (P): 0.263, atom 4 (C): -1.203

=====

The highest Kohn-Sham gap belongs to which entry? C20H32NO9P